(1)
This record from the OMol25 dataset describes a molecular structure, C4H6BrFO. The level of theory is the ωB97M-V functional and the def2-TZVPD basis.

Each line ends with the natural charge from an NBO analysis.
Cartesian coordinates (Å):
1 C -0.39454 -0.59910 0.07592  0.65
2 C 1.96745 -0.10402 0.56594  -0.64
3 C 0.74979 0.47065 0.03353  -0.52
4 C -2.14320 0.05239 -0.61329  -0.01
5 O -0.27728 -1.72219 0.37952  -0.51
6 F -1.92879 1.24759 -1.25954  -0.37
7 Br -3.50473 0.16014 0.70726  0.04
8 H 2.79322 0.09640 -0.18309  0.22
9 H 1.93893 -1.25610 0.55169  0.24
10 H 2.16049 0.24608 1.61695  0.23
11 H 0.40419 1.33450 0.60001  0.24
12 H 0.64594 0.59757 -0.95193  0.23
13 H -2.41148 -0.52391 -1.52297  0.19

## Properties
- LUMO level: 0.8 eV
- 2S+1: 1
- Strongest force on any atom: 5.07 eV/A
- M: 169.0 g/mol
- Frontier orbital gap: 10.0020 eV
- ΔE to the lowest compared entry with this formula, charge and spin: 45.0 kcal/mol
- Calculated total energy: -2905.04701 hartree

***

(2)
This record from the OMol25 dataset describes 3 unconnected molecules or ions with the total composition C28H36BBrFN2O10PS2. The level of theory is the ωB97M-V functional and the def2-TZVPD basis.

Each line ends with the Mulliken charge.
Cartesian coordinates (Å):
1 H 1.78143 -6.97677 -0.48916  0.28
2 N 1.73038 -6.26825 -1.21939  -0.69
3 C 0.69947 -5.55106 -1.07907  0.05
4 C 0.39600 -4.47126 -2.07598  -1.69
5 C -0.55025 -3.42400 -1.53939  0.83
6 C -1.85361 -3.23679 -2.00644  0.79
7 C -2.41526 -4.12914 -3.08626  -2.11
8 C -2.68880 -2.23889 -1.46547  -0.36
9 B -4.16352 -2.14230 -2.06744  0.53
10 N -5.27525 -2.28510 -1.15162  -0.49
11 O -4.39962 -1.92933 -3.41271  -0.56
12 C -2.24884 -1.40303 -0.42612  0.65
13 C -3.19001 -0.34853 0.09664  -0.90
14 Br -2.68963 1.39728 -0.63775  -0.09
15 C -3.35586 -0.26849 1.62407  -0.83
16 C -3.36566 -1.63685 2.30266  -0.84
17 C -0.94062 -1.59302 0.04447  0.98
18 C -0.11825 -2.58636 -0.49731  0.23
19 C 1.25347 -2.74506 0.08664  -0.19
20 O 2.24831 -2.94207 -0.54776  -0.51
21 C 1.29445 -2.60500 1.56791  0.37
22 C 2.08272 -3.41829 2.36571  -1.02
23 C 2.01447 -3.21433 3.73041  -0.04
24 F 2.73136 -4.00120 4.54488  -0.40
25 C 1.20294 -2.23353 4.30268  0.40
26 P 1.16831 -2.05781 6.10474  0.87
27 O 2.45794 -1.71084 6.68940  -0.68
28 O 0.00258 -1.02632 6.41464  -0.54
29 O 0.56748 -3.43405 6.64309  -0.50
30 C 0.43968 -1.41362 3.47735  -0.43
31 C 0.48524 -1.61270 2.10137  -0.03
32 C -0.32055 -0.79834 1.15474  -0.02
33 O -0.40559 0.38839 1.29520  -0.58
34 H -0.00677 -5.72465 -0.26376  0.46
35 H 0.01597 -4.97436 -2.95700  0.59
36 H 1.31588 -3.98951 -2.37828  0.31
37 H -3.36191 -4.56845 -2.77866  0.32
38 H -1.76336 -4.96167 -3.30895  0.45
39 H -2.54502 -3.58137 -4.01215  0.34
40 H -6.10167 -2.70387 -1.56839  0.26
41 H -5.01060 -2.87774 -0.37151  0.19
42 H -5.00184 -2.60576 -3.73809  0.30
43 H -4.17925 -0.49861 -0.29392  0.61
44 H -2.65383 0.42177 2.07373  0.34
45 H -4.34170 0.16612 1.78078  0.57
46 H -3.97531 -2.35106 1.75876  0.17
47 H -3.80551 -1.51297 3.29112  0.43
48 H -2.36630 -2.02783 2.47280  0.10
49 H 2.70792 -4.18086 1.93024  0.61
50 H -0.78686 -1.22245 5.89376  0.33
51 H 1.29740 -4.01011 6.90387  0.35
52 H -0.19077 -0.63024 3.86499  0.88
53 O -0.74539 0.99515 -3.16078  -0.73
54 S 0.60627 0.84645 -2.68946  1.30
55 O 1.02956 -0.34714 -1.99493  -0.68
56 C 1.71578 1.16174 -4.05862  -0.87
57 C 1.96166 2.66727 -3.99566  -0.85
58 C 2.16421 2.99736 -2.51091  0.02
59 C 1.05246 2.29398 -1.72568  -0.61
60 H 1.24870 0.82900 -4.98245  0.47
61 H 2.63177 0.60006 -3.87586  0.31
62 H 2.82254 2.95558 -4.59712  0.42
63 H 1.08995 3.20343 -4.37634  0.30
64 H 3.13935 2.62328 -2.18635  0.33
65 H 2.14347 4.06856 -2.32983  -0.32
66 H 1.37683 1.96977 -0.73977  0.35
67 H 0.16527 2.91762 -1.63408  0.42
68 O 0.98724 5.98553 -1.64334  -0.59
69 S 1.96803 6.95401 -1.21745  1.12
70 O 2.60070 7.84167 -2.15712  -0.70
71 C 1.27752 7.90174 0.13370  -0.69
72 C 1.64900 7.10474 1.38055  -0.58
73 C 3.10603 6.66635 1.17939  -0.69
74 C 3.22441 6.10827 -0.24475  -0.44
75 H 0.20584 8.00921 -0.01537  0.40
76 H 1.75927 8.87885 0.12702  0.35
77 H 1.52657 7.70051 2.28348  0.34
78 H 1.00534 6.22671 1.46661  0.29
79 H 3.76495 7.52923 1.29287  0.29
80 H 3.40969 5.92385 1.91548  0.36
81 H 4.19732 6.30326 -0.68822  0.44
82 H 3.00680 5.04239 -0.27989  0.14

## Properties
- LUMO level: -0.7 eV
- SMILES string: [H]/N=C/Cc1c(C)c(B(N)O)c([C@H](Br)CC)c2c1C(=O)c1cc(F)c(P(=O)(O)O)cc1C2=O.O=S1(=O)CCCC1.O=S1(=O)CCCC1
- 2S+1: 1
- Strongest force on any atom: 1.60 eV/A
- M: 765.4 g/mol
- Frontier orbital gap: 8.4122 eV
- Calculated total energy: -5787.11376 hartree

***

(3)
This record from the OMol25 dataset describes a molecular structure, C51H42Cl4GeN5O11SZr. The level of theory is the ωB97M-V functional and the def2-TZVPD basis.

Each line ends with the Mulliken charge.
Cartesian coordinates (Å):
1 Zr 0.62442 0.45605 1.04544  -1.97
2 O 5.19667 3.33444 5.33942  -0.51
3 C 4.99917 1.93859 5.26519  -0.24
4 C 3.67483 1.60889 4.63140  -0.06
5 C 3.17105 0.31481 4.65809  -0.96
6 C 1.93992 0.06330 4.06844  -0.74
7 N 1.22176 0.99004 3.44483  -0.37
8 C 1.71050 2.23878 3.39927  0.15
9 C 2.91616 2.58690 4.00556  0.20
10 C 0.82463 3.23374 2.76028  0.97
11 C 1.22744 4.52359 2.40743  -0.30
12 C 0.28083 5.42263 1.94087  0.20
13 C 0.67398 6.79571 1.45396  -0.94
14 O 2.04379 6.92961 1.18116  -0.58
15 C -1.04843 5.01024 1.88793  -0.73
16 C -1.33999 3.69115 2.18982  -0.67
17 N -0.43254 2.81914 2.59600  -0.15
18 H 6.13490 3.51195 5.45047  0.31
19 H 5.02916 1.50585 6.27671  0.27
20 H 5.78205 1.45589 4.66695  0.22
21 H 3.72966 -0.49395 5.10248  0.47
22 H 1.51654 -0.93419 4.09273  0.54
23 H 3.28553 3.59874 4.00724  0.62
24 H 2.26727 4.80816 2.44213  0.74
25 H 0.44405 7.54415 2.22174  0.39
26 H 0.07745 7.01392 0.55522  0.29
27 H 2.27584 6.22487 0.56624  0.36
28 H -1.81786 5.69175 1.55436  0.42
29 H -2.34970 3.30774 2.10085  0.64
30 C 0.82431 2.22419 -6.60726  -1.75
31 C 0.84516 2.33678 -5.11433  1.05
32 C 0.23261 1.37874 -4.31819  -0.74
33 C 0.18925 1.52174 -2.94135  0.30
34 C 0.80441 2.61384 -2.35728  0.13
35 C 1.45171 3.56161 -3.13254  -0.73
36 C 1.47010 3.42339 -4.50845  -1.19
37 S 0.55276 2.95244 -0.61213  1.74
38 O 0.27128 4.37763 -0.57230  -0.57
39 O 1.68013 2.56947 0.22718  -0.88
40 N -0.60666 2.00209 -0.09873  0.37
41 C -1.90802 2.11037 -0.44099  0.37
42 C -2.47084 3.18119 -1.16690  -1.04
43 C -3.83462 3.22071 -1.33985  -0.76
44 C -4.62909 2.19326 -0.83384  -0.84
45 C -3.98946 1.15176 -0.19211  -0.61
46 N -2.68560 1.11286 -0.00455  -0.01
47 H 0.12051 1.45981 -6.92299  0.37
48 H 1.81209 1.96017 -6.98045  0.32
49 H 0.53317 3.17323 -7.05556  0.39
50 H -0.20655 0.50743 -4.78053  0.46
51 H -0.30448 0.79347 -2.31316  -0.70
52 H 1.91569 4.40775 -2.64965  0.58
53 H 1.95882 4.16377 -5.12803  0.42
54 H -1.82750 3.96714 -1.52691  0.57
55 H -4.28546 4.05294 -1.86409  0.43
56 H -5.70365 2.20529 -0.92657  0.45
57 H -4.51646 0.29426 0.20517  0.52
58 Cl 7.25231 0.39394 -0.67261  -0.24
59 C 5.53848 0.28449 -0.73233  0.37
60 C 4.90575 0.01419 -1.93221  0.39
61 Cl 5.82614 -0.20893 -3.36682  -0.25
62 C 3.51047 -0.03355 -1.98555  0.62
63 Cl 2.72018 -0.40920 -3.46507  -0.23
64 C 2.73737 0.18990 -0.85392  -0.31
65 O 1.42192 0.19876 -0.82934  0.63
66 C 3.39479 0.38353 0.39933  -0.98
67 O 2.63461 0.46558 1.45019  0.46
68 C 4.78364 0.47310 0.42396  0.24
69 Cl 5.53714 0.83175 1.92134  -0.26
70 O -0.87883 -0.65513 0.08814  -0.04
71 N -1.64144 -0.44903 1.04749  1.97
72 O -2.61375 -1.12471 1.21370  -0.83
73 O -1.23661 0.29816 1.94591  -0.72
74 O 2.51305 -2.53002 2.31482  -0.78
75 C 1.67274 -2.14281 1.51882  0.50
76 O 0.67085 -1.39360 1.85204  0.42
77 C 1.69074 -2.61503 0.05999  1.17
78 C 0.70019 -3.73873 -0.16825  -2.25
79 Ge -1.30436 -3.42197 -0.21269  3.63
80 C -2.22568 -3.82293 1.50965  0.30
81 C -3.37141 -4.60970 1.48500  -0.52
82 C -4.00765 -4.98324 2.65407  -0.89
83 C -3.48986 -4.58169 3.87318  -0.55
84 C -2.35433 -3.79105 3.91104  -0.99
85 C -1.73096 -3.40740 2.73657  0.14
86 C -2.35668 -2.27479 -1.46757  0.44
87 C -1.79189 -1.52335 -2.48524  -0.48
88 C -2.59617 -0.76635 -3.32152  -0.22
89 C -3.97079 -0.76230 -3.16087  -0.82
90 C -4.54015 -1.51784 -2.15087  -0.81
91 C -3.73494 -2.26431 -1.30960  -0.41
92 C -1.61383 -5.21445 -1.12677  -0.14
93 C -1.31265 -6.40410 -0.46916  -0.44
94 C -1.38155 -7.62783 -1.11078  -0.83
95 C -1.75442 -7.69003 -2.44324  -0.47
96 C -2.04718 -6.52117 -3.12166  -0.79
97 C -1.97537 -5.30470 -2.46577  -0.37
98 H 2.70247 -2.96216 -0.17281  0.81
99 H 1.41785 -1.79170 -0.59910  -1.05
100 H 0.83355 -4.51065 0.59269  0.49
101 H 0.91858 -4.19726 -1.13461  0.73
102 H -3.76110 -4.94797 0.53439  0.37
103 H -4.90062 -5.59391 2.61026  0.41
104 H -3.95844 -4.89571 4.79558  0.36
105 H -1.95662 -3.47242 4.86546  0.46
106 H -0.85879 -2.77059 2.77938  0.28
107 H -0.71634 -1.51262 -2.60582  0.47
108 H -2.16159 -0.16616 -4.10770  0.16
109 H -4.59575 -0.17207 -3.81911  0.37
110 H -5.61514 -1.52366 -2.02072  0.36
111 H -4.17857 -2.82807 -0.50120  0.17
112 H -1.02212 -6.36942 0.57393  0.34
113 H -1.13651 -8.53889 -0.57852  0.40
114 H -1.81175 -8.64344 -2.95078  0.36
115 H -2.32453 -6.56106 -4.16650  0.41
116 H -2.20714 -4.39556 -3.00405  0.26

## Properties
- LUMO level: 2.1 eV
- 2S+1: 1
- Strongest force on any atom: 4.32 eV/A
- M: 1238.6 g/mol
- Frontier orbital gap: 7.3842 eV
- Charge: -1
- ΔE to the lowest compared entry with this formula, charge and spin: 1.0 kcal/mol
- Calculated total energy: -7433.17941 hartree

***

(4)
This record from the OMol25 dataset describes a molecular structure, C2H3N3O3. The level of theory is the ωB97M-V functional and the def2-TZVPD basis.

Each line ends with the natural charge from an NBO analysis.
Cartesian coordinates (Å):
1 C 0.77700 0.52278 -0.26210  0.52
2 C -1.13865 1.09236 0.02752  0.24
3 H 3.60919 -0.80712 0.45284  0.48
4 H -2.10608 1.47154 0.31009  0.20
5 H -2.34133 -1.76120 0.03407  0.49
6 N 2.00626 0.51714 -0.05675  -0.18
7 N -0.01986 1.64019 -0.24415  -0.39
8 N -1.22994 -0.25086 0.35643  0.10
9 O 2.49461 -0.85261 -0.07562  -0.56
10 O -2.10394 -0.90681 -0.32316  -0.52
11 O 0.05272 -0.66541 -0.21916  -0.38

## Properties
- LUMO level: 0.3 eV
- 2S+1: 1
- Strongest force on any atom: 5.99 eV/A
- M: 117.1 g/mol
- Frontier orbital gap: 9.3321 eV
- ΔE to the lowest compared entry with this formula, charge and spin: 131.2 kcal/mol
- Calculated total energy: -467.75527 hartree